[1]
# C4H9N2O

A gas-phase ion, C4H9N2O (charge +1) in a non-equilibrium geometry (ωB97M-V with the def2-TZVPD basis set, the OMol25 dataset).

Positions of all 16 atoms, in Å:
O (-2.295, 0.602, 0.606)
N (1.184, -0.954, 0.697)
N (0.781, 1.304, 0.822)
C (-2.040, -0.041, -0.349)
C (0.177, -0.038, 0.585)
C (-0.583, -0.049, -0.661)
C (-0.204, -0.683, -1.703)
H (-0.613, -0.105, 1.250)
H (1.747, -1.054, -0.083)
H (1.542, 1.225, 1.507)
H (-0.671, -0.829, -2.563)
H (0.920, -1.015, -1.886)
H (-2.680, -0.639, -0.931)
H (0.143, 2.018, 1.110)
H (1.209, 1.682, 0.051)
H (1.382, -1.424, 1.546)

Forces on the atoms, in the same order (eV/Å):
O -2.955 4.316 6.037
N -0.416 -0.311 0.902
N 0.311 0.804 2.619
C 3.636 -2.554 -5.365
C 0.781 0.188 -0.168
C -3.264 -0.227 1.969
C 6.922 -1.627 -2.061
H -0.439 -0.511 2.453
H 1.355 -0.757 -1.259
H -0.414 -0.048 0.167
H -2.672 -0.545 -3.353
H -2.310 0.710 0.796
H -1.166 -0.534 -0.748
H -0.893 0.631 0.584
H 1.382 0.847 -2.980
H 0.142 -0.384 0.405

The value obtained for the LUMO energy (spin up / spin down) is -3.486 / -6.980 eV. Its calculated total energy is -342.09398 a.u. Its frontier orbital gap (spin up / spin down) is 7.03 / 7.38 eV. The energy above the lowest of the compared OMol25 structures with the same formula, charge and spin is 43.0 kcal/mol. Its net charge is +1. As for the multiplicity: 3.

Results of the Löwdin charge analysis, in e, for atoms 1 through 2: 0.21, 0.13


[2]
# C4H9N2O2

A gas-phase ion, C4H9N2O2 (charge -1) in a non-equilibrium geometry (ωB97M-V with the def2-TZVPD basis set, the OMol25 dataset).

Positions of all 17 atoms, in Å:
O (0.256, 0.833, 1.275)
O (-2.997, -1.711, -0.507)
N (2.790, 0.747, 1.344)
N (0.004, 0.501, -1.095)
C (-2.186, -0.751, -0.121)
C (0.710, 0.207, 0.062)
C (-1.030, -0.460, -1.213)
C (2.229, 0.703, 0.044)
H (0.804, -0.884, 0.287)
H (1.057, 0.808, 1.851)
H (2.225, 1.715, -0.389)
H (2.838, 0.066, -0.637)
H (-1.615, -0.245, -2.108)
H (-0.628, -1.479, -1.430)
H (-1.777, -0.891, 0.896)
H (-2.722, 0.238, -0.024)
H (3.777, 0.534, 1.261)

Forces on the atoms, in the same order (eV/Å):
O -0.839 0.056 -0.892
O 0.853 0.479 -0.372
N -0.716 0.116 -0.441
N -2.069 -0.622 1.874
C -2.665 0.111 2.273
C 2.168 -0.482 2.051
C 1.766 0.090 -3.330
C 1.588 0.033 -0.488
H -0.461 0.192 -0.216
H 0.183 0.099 -0.228
H -0.697 0.109 -0.248
H -0.399 0.231 -0.109
H -0.017 0.154 -0.159
H 0.023 0.296 0.946
H 0.856 -0.251 -0.351
H 0.481 -0.076 -0.503
H -0.054 -0.534 0.194

The value obtained for the LUMO energy is 0.936 eV. Its calculated total energy is -417.59559 a.u. Its frontier orbital gap is 4.13 eV. The energy above the lowest of the compared OMol25 structures with the same formula, charge and spin is 180.1 kcal/mol. Its net charge is -1.

Results of the Löwdin charge analysis, in e, for atoms 1 through 2: -0.06, -0.22


[3]
# C4H9N2O2

A gas-phase ion, C4H9N2O2 (charge -1) in a non-equilibrium geometry (ωB97M-V with the def2-TZVPD basis set, the OMol25 dataset).

Positions of all 17 atoms, in Å:
O (0.321, -2.502, -2.072)
O (-0.902, 3.516, 1.401)
N (-0.008, 1.464, 0.945)
N (0.251, -1.928, 0.275)
C (-0.534, 2.657, 0.612)
C (0.421, 0.490, -0.072)
C (1.006, -2.495, -0.929)
C (-0.490, -0.746, -0.113)
H (1.948, -1.899, -0.950)
H (-0.630, 2.833, -0.471)
H (1.256, -3.540, -0.628)
H (1.430, 0.181, 0.193)
H (-0.897, -0.835, -1.125)
H (0.435, 1.420, 1.856)
H (-0.363, -2.660, 0.598)
H (0.348, 0.965, -1.053)
H (-1.325, -0.588, 0.573)

Forces on the atoms, in the same order (eV/Å):
O 0.200 0.322 0.152
O 0.230 -0.046 -0.024
N 0.588 0.355 -0.455
N 0.514 -0.157 0.091
C -0.257 0.344 0.497
C -0.684 -0.049 0.363
C -0.757 -0.441 -0.672
C -0.071 -0.051 0.239
H 0.182 0.003 -0.019
H -0.080 -0.307 -0.123
H 0.344 0.172 0.469
H 0.096 -0.019 -0.423
H 0.024 -0.240 -0.078
H -0.483 -0.141 -0.079
H -0.359 0.023 -0.147
H 0.478 0.186 0.135
H 0.033 0.044 0.074

The value obtained for the LUMO energy is 3.654 eV. Its calculated total energy is -417.80221 a.u. Its frontier orbital gap is 6.38 eV. The energy above the lowest of the compared OMol25 structures with the same formula, charge and spin is 50.5 kcal/mol. Its net charge is -1. The SMILES is O=CNCCNC[O-].

Results of the Löwdin charge analysis, in e, for atoms 1 through 2: -0.35, -0.04


[4]
# C4H9N2O2

2 unconnected molecules or ions with the total composition C4H9N2O2 (ωB97M-V with the def2-TZVPD basis set, the OMol25 dataset).

Positions of all 17 atoms, in Å:
O (2.367, 0.068, -0.138)
O (0.839, -0.574, 1.380)
N (-2.763, -0.089, 0.651)
N (-1.571, 1.515, -0.485)
C (-0.202, 1.869, -0.862)
C (1.736, -2.238, -0.028)
C (1.658, -0.773, 0.449)
C (-1.771, 0.718, 0.621)
H (-2.108, 1.133, -1.251)
H (0.476, 1.758, -0.019)
H (-1.035, 0.816, 1.415)
H (2.551, -2.415, -0.730)
H (-0.183, 2.904, -1.215)
H (0.792, -2.468, -0.528)
H (0.176, 1.218, -1.649)
H (1.823, -2.903, 0.830)
H (-2.786, -0.538, 1.559)

Forces on the atoms, in the same order (eV/Å):
O 0.168 0.105 -0.125
O -0.017 0.135 0.087
N -0.049 0.216 0.195
N 0.297 -0.384 0.105
C -0.173 0.242 0.031
C -0.048 -0.006 -0.150
C -0.104 -0.118 0.108
C -0.249 -0.172 -0.276
H -0.168 0.195 -0.042
H -0.005 -0.069 0.021
H 0.091 0.082 -0.053
H 0.049 0.080 0.040
H 0.097 -0.014 -0.026
H -0.011 -0.062 0.024
H 0.087 -0.043 0.019
H -0.001 -0.052 0.042
H 0.036 -0.135 0.001

The value obtained for the LUMO energy is 4.157 eV. Its calculated total energy is -417.86446 a.u. Its frontier orbital gap is 8.44 eV. The energy above the lowest of the compared OMol25 structures with the same formula, charge and spin is 11.4 kcal/mol. Its net charge is -1.

Results of the Löwdin charge analysis, in e, for atoms 1 through 2: -0.10, -0.11


[5]
# C4H9N2O2

2 unconnected molecules or ions with the total composition C4H9N2O2 (ωB97M-V with the def2-TZVPD basis set, the OMol25 dataset).

Positions of all 17 atoms, in Å:
O (-3.799, 0.227, 0.238)
O (-0.230, -0.742, 1.118)
N (0.571, -1.438, -0.904)
N (1.447, 1.388, -1.227)
C (1.270, 0.741, 0.091)
C (-2.739, -0.309, 0.028)
C (2.616, 0.557, 0.780)
C (0.482, -0.597, 0.103)
H (1.915, 0.709, -1.825)
H (-1.960, 0.193, -0.553)
H (1.301, -1.117, -1.534)
H (0.669, 1.406, 0.707)
H (-2.541, -1.328, 0.363)
H (3.312, 0.021, 0.146)
H (0.524, 1.410, -1.646)
H (2.451, 0.001, 1.708)
H (3.064, 1.503, 1.098)

Forces on the atoms, in the same order (eV/Å):
O -0.266 0.216 0.155
O -0.451 -0.169 0.641
N 0.029 -0.110 0.210
N -0.019 -0.352 0.067
C 0.229 0.113 -0.032
C -0.262 -0.025 -0.239
C -0.279 0.233 0.606
C 0.241 0.085 -0.604
H 0.236 0.110 0.050
H 0.266 -0.066 -0.013
H -0.062 0.076 -0.209
H -0.089 0.148 0.009
H 0.315 -0.164 0.046
H 0.195 -0.188 -0.122
H -0.145 0.209 -0.033
H 0.051 -0.197 -0.183
H 0.012 0.084 -0.349

The value obtained for the LUMO energy is 4.065 eV. Its calculated total energy is -417.82326 a.u. Its frontier orbital gap is 7.98 eV. The energy above the lowest of the compared OMol25 structures with the same formula, charge and spin is 37.3 kcal/mol. Its net charge is -1.

Results of the Löwdin charge analysis, in e, for atoms 1 through 2: -0.05, -0.13


[6]
# C4H9N2O2

2 unconnected molecules or ions with the total composition C4H9N2O2 in a non-equilibrium geometry (ωB97M-V with the def2-TZVPD basis set, the OMol25 dataset).

Positions of all 17 atoms, in Å:
O (-1.358, -1.511, 0.633)
O (0.930, -1.511, -1.020)
N (-1.915, -0.537, 0.246)
N (1.117, -0.479, -0.103)
C (2.218, -0.731, 0.691)
C (-3.065, -0.054, 0.209)
C (0.491, 0.644, -0.240)
C (-0.791, 0.723, -0.853)
H (1.919, -1.161, 1.685)
H (0.722, 1.309, 0.486)
H (-1.357, 1.638, -0.781)
H (-3.214, 0.781, -0.484)
H (2.857, -1.559, 0.315)
H (0.428, -2.292, -0.678)
H (-3.917, -0.476, 0.783)
H (-1.151, 0.257, -1.752)
H (2.791, 0.116, 1.029)

Forces on the atoms, in the same order (eV/Å):
O 1.030 -1.049 1.137
O -0.396 0.222 -0.775
N 1.908 1.687 -1.831
N -1.168 -1.169 -2.092
C 2.289 -2.037 3.674
C -2.707 1.027 -0.121
C -2.177 -3.072 -1.156
C -1.809 -0.673 0.207
H -0.371 0.217 -0.744
H 1.149 2.480 1.844
H 0.497 0.445 0.515
H -0.111 -0.250 0.811
H -0.369 1.037 -0.405
H 0.243 1.154 0.548
H 0.850 -0.026 -0.537
H 0.966 -0.620 -0.438
H 0.178 0.626 -0.636

The value obtained for the LUMO energy (spin up / spin down) is -5.726 / -5.728 eV. Its calculated total energy is -417.32242 a.u. Its frontier orbital gap (spin up / spin down) is 8.17 / 8.17 eV. The energy above the lowest of the compared OMol25 structures with the same formula, charge and spin is 162.5 kcal/mol. Its net charge is +1.

Results of the Löwdin charge analysis, in e, for atoms 1 through 2: 0.06, 0.07